Here is a structure of composition C23H20Cl2MoO4P from the OMol25 dataset. Energies are from ωB97M-V with the def2-TZVPD basis set.

ORCA input file:
```
! wB97M-V def2-TZVPD RIJCOSX def2/J DEFGRID3
* xyz 1 3
C -1.077 -1.181 1.136
C -0.676 -1.857 -0.060
C 0.753 -2.101 0.006
H -1.342 -2.145 -0.870
C 1.240 -1.611 1.249
C 0.072 -1.231 2.083
H -0.247 -1.182 4.844
H -2.079 -0.893 1.419
H 1.348 -2.606 -0.760
H 2.247 -1.699 1.642
Mo 0.396 0.094 0.211
Cl 2.185 1.541 0.397
P -0.018 0.414 -3.076
C 1.236 -0.703 -3.664
C 0.933 -1.533 -4.759
H -0.047 -1.464 -5.230
C 1.898 -2.417 -5.230
H 1.659 -3.055 -6.085
C 3.154 -2.480 -4.616
H 3.903 -3.176 -4.993
C 3.455 -1.655 -3.521
H 4.440 -1.707 -3.049
C 2.506 -0.762 -3.039
H 2.731 -0.103 -2.197
C -1.670 -0.120 -3.456
C -2.026 -1.487 -3.358
H -1.277 -2.236 -3.099
C -3.333 -1.870 -3.636
H -3.602 -2.929 -3.584
C -4.287 -0.905 -3.995
H -5.304 -1.213 -4.231
C -3.941 0.454 -4.045
H -4.685 1.206 -4.319
C -2.645 0.857 -3.754
H -2.355 1.907 -3.784
C 0.323 2.110 -3.447
C 0.881 2.367 -4.711
H 1.100 1.531 -5.377
C 1.122 3.684 -5.083
H 1.532 3.888 -6.074
C 0.839 4.728 -4.192
H 1.030 5.756 -4.495
C 0.320 4.459 -2.914
H 0.109 5.283 -2.224
C 0.068 3.152 -2.525
H -0.316 2.922 -1.532
O -1.301 1.157 5.263
Cl -0.227 0.571 6.055
O 1.093 0.885 5.558
O -0.397 -1.095 5.854
O 0.037 -1.067 3.332
*
```

Summary:
HOMO energy (alpha / beta): -0.439 / -0.438 Eh
LUMO energy (alpha / beta): -6.24 / -4.62 eV
E_tot: -2518.80635 a.u.

---

Here is a structure of composition C23H20Cl2N4O4PdS from the OMol25 dataset. Energies are from ωB97M-V with the def2-TZVPD basis set.

ORCA input file:
```
! wB97M-V def2-TZVPD RIJCOSX def2/J DEFGRID3
* xyz 0 1
Pd -0.180 -0.700 -0.422
O 1.311 0.458 -1.000
C 1.339 0.794 -2.270
C 1.966 2.021 -2.569
C 2.117 2.460 -3.862
C 1.648 1.702 -4.941
C 1.038 0.502 -4.677
C 0.865 0.021 -3.366
C 0.243 -1.275 -3.245
N -0.064 -1.859 -2.155
C -0.758 -3.144 -2.103
C -1.402 -3.287 -0.711
N -1.758 -1.950 -0.274
C -2.927 -1.595 0.091
C -3.344 -0.220 0.169
C -4.539 0.113 0.823
C -5.021 1.399 0.799
C -4.316 2.371 0.080
C -3.153 2.064 -0.589
C -2.631 0.761 -0.560
O -1.538 0.504 -1.259
H 2.319 2.605 -1.730
H 2.600 3.412 -4.043
H 1.763 2.052 -5.957
H 0.671 -0.105 -5.497
H 0.037 -1.787 -4.190
H -0.061 -3.967 -2.268
H -1.517 -3.168 -2.889
H -0.691 -3.706 -0.007
H -2.275 -3.942 -0.748
H -3.682 -2.369 0.236
H -5.074 -0.663 1.358
H -5.932 1.655 1.321
H -4.684 3.389 0.055
H -2.600 2.814 -1.138
C 2.137 3.591 4.528
C 2.149 2.319 3.736
C 3.229 1.441 3.763
C 3.124 0.305 2.988
N 2.055 0.029 2.246
C 1.092 0.941 2.259
S -0.419 0.752 1.388
N 1.094 2.075 2.968
H 2.770 3.516 5.411
H 1.118 3.833 4.823
H 2.508 4.411 3.911
H 4.103 1.635 4.370
H 3.918 -0.435 2.973
Cl 2.404 -3.375 3.627
C 2.117 -3.396 1.891
Cl 1.705 -5.044 1.334
C 0.951 -2.479 1.485
O 1.219 -1.940 0.331
O -0.072 -2.430 2.124
H 3.027 -3.109 1.381
*
```

Summary:
HOMO energy: -0.294 Eh
LUMO energy: -1.06 eV
E_tot: -2854.87397 a.u.

---

Here is the molecule C23H20ClNO5 from the OMol25 dataset. Energies are from ωB97M-V with the def2-TZVPD basis set.

ORCA input file:
```
! wB97M-V def2-TZVPD RIJCOSX def2/J DEFGRID3
* xyz 0 1
C 1.083 -1.824 5.843
O 1.822 -1.288 4.728
C 1.145 -0.801 3.678
O -0.073 -0.849 3.558
O 2.014 -0.166 2.807
C 1.480 0.250 1.594
C 1.186 -0.633 0.518
C 1.296 -2.183 0.609
C -0.014 -2.899 0.377
C -0.771 -3.461 1.425
C -1.923 -4.171 1.179
C -2.418 -4.326 -0.123
Cl -3.770 -5.365 -0.400
C -1.733 -3.696 -1.178
C -0.504 -3.009 -0.937
N 0.759 -0.191 -0.680
C 0.482 1.099 -0.860
C -0.054 1.551 -2.104
C -0.368 2.934 -2.307
C -0.032 3.828 -1.305
C 0.433 3.396 -0.060
C 0.696 2.049 0.169
C 1.162 1.605 1.432
C 1.403 2.534 2.548
O 2.446 3.110 2.541
O 0.476 2.674 3.535
C -1.107 3.404 -3.556
C -0.666 2.627 -4.795
C -0.885 1.140 -4.542
C -0.210 0.575 -3.290
H 1.705 -2.112 6.679
H 0.488 -2.737 5.524
H 0.358 -1.065 6.178
H 1.737 -2.485 1.552
H 2.001 -2.556 -0.156
H -0.433 -3.354 2.442
H -2.328 -4.618 2.077
H -2.063 -3.773 -2.219
H 0.064 -2.580 -1.748
H -0.134 4.906 -1.411
H 0.600 4.180 0.695
H 0.959 3.239 4.176
H -2.178 3.245 -3.372
H -0.928 4.465 -3.736
H 0.413 2.830 -4.969
H -1.233 2.960 -5.658
H -1.968 0.973 -4.485
H -0.525 0.616 -5.419
H -0.702 -0.353 -2.985
H 0.813 0.304 -3.569
*
```

Summary:
HOMO energy: -0.307 Eh
LUMO energy: -0.21 eV
Structure (SMILES): COC(=O)Oc1c(Cc2ccc(Cl)cc2)nc2c3c(ccc2c1C(=O)O)CCCC3
E_tot: -1779.63559 a.u.